Model 1:
Density functional theory data (ωB97M-V/def2-TZVPD) for a 2-piece molecular cluster, C3H7O2S overall.

```
13
Properties=species:S:1:pos:R:3:lowdin_charge:R:1
S -1.22 1.52 0.89 0.2496
O 0.34 -2.40 -0.92 -0.0244
O -0.51 1.59 -2.15 -0.1593
C -0.21 -1.43 -0.41 -0.3008
C 0.25 -0.89 0.87 -0.2674
C 0.36 0.66 1.05 -0.7549
H -0.73 1.41 -1.20 -0.1234
H 1.18 -1.36 1.19 0.1029
H 1.07 1.01 0.29 0.0347
H 0.39 1.32 -2.30 0.0016
H -0.60 -1.05 1.56 0.0943
H 0.86 0.79 2.02 0.0338
H -1.17 -1.18 -0.88 0.1131
```

## Properties
- LUMO: 4.0 eV
- Total charge: -1
- 2S+1: 1
- E_HOMO: -3.12 eV
- Gap between HOMO and LUMO: 7.12 eV

---

Model 2:
Density functional theory data (ωB97M-V/def2-TZVPD) for an isolated ion of composition C3H7O2S and charge -1.

```
13
Properties=species:S:1:pos:R:3:lowdin_charge:R:1
S -0.87 0.07 0.11 0.6325
O -1.12 0.45 1.47 -0.4341
O -2.33 0.02 -0.85 -0.5829
C 1.44 1.60 0.08 -0.2203
C 0.21 1.11 -0.68 -0.4150
C -0.76 -1.87 0.18 -0.2138
H 0.36 0.49 -1.59 0.0281
H -1.04 -2.39 -0.81 0.0439
H 2.00 2.35 -0.46 0.0426
H 0.28 -2.36 0.42 0.0464
H -1.39 -2.25 0.97 0.0050
H 2.26 0.84 0.26 0.0668
H 0.97 1.93 0.91 0.0008
```

## Properties
- LUMO: 4.1 eV
- Total charge: -1
- 2S+1: 1
- E_HOMO: -3.31 eV
- Gap between HOMO and LUMO: 7.37 eV
- SMILES: CC=[S@@](C)(=O)[O-]

---

Which is the most stable structure? model 1 is the most stable.

---

Model 1:
Density functional theory data (ωB97M-V/def2-TZVPD) for an isolated ion of composition C4H13N2 and charge +2.

```
19
Properties=species:S:1:pos:R:3:lowdin_charge:R:1
N 0.58 -1.30 0.07 0.0647
N -1.33 1.99 -0.34 0.3634
C -0.02 -2.01 -1.10 0.0319
C 0.77 0.69 1.55 -0.0252
C -0.39 0.98 -0.69 -0.1200
C -0.03 0.04 0.47 -0.2954
H -1.05 -2.31 -0.93 0.1271
H 0.15 1.26 2.24 0.1095
H 0.38 -1.86 0.90 0.1927
H 1.66 1.28 1.28 0.1153
H -0.93 0.43 -1.50 0.1668
H 0.48 1.35 -1.26 0.1887
H -1.39 2.26 0.66 0.1836
H 0.67 -2.75 -1.48 0.1251
H -1.31 2.84 -0.93 0.1914
H 1.58 -1.30 -0.06 0.1938
H 1.30 0.02 2.25 0.1171
H -1.03 -0.26 0.83 0.1717
H -0.08 -1.33 -1.96 0.0979
```

## Properties
- LUMO (spin up / spin down): -7.0 / -12.9 eV
- Total charge: +2
- 2S+1: 2
- E_HOMO (spin up / spin down): -21.31 / -21.31 eV
- Gap between HOMO and LUMO (spin up / spin down): 14.27 / 8.40 eV
- Expectation value of S²: 0.7542

---

Model 2:
Density functional theory data (ωB97M-V/def2-TZVPD) for a 2-piece molecular cluster, C4H13N2 overall.

```
19
Properties=species:S:1:pos:R:3:lowdin_charge:R:1
N 0.58 -1.10 -0.87 0.1139
N -0.86 0.41 0.59 0.2699
C -0.06 -2.20 -1.49 0.0066
C -0.37 2.68 1.34 -0.0081
C -0.69 1.76 0.13 -0.1942
C 1.47 -1.53 0.16 -0.0005
H -0.67 -2.86 -0.87 0.1777
H 0.16 1.77 -0.55 0.1346
H -0.74 -1.77 -2.23 0.1251
H -0.43 -0.27 -0.18 0.0721
H -1.81 0.20 0.94 0.1794
H 0.76 -2.77 -1.99 0.1813
H 0.69 2.52 1.55 0.0959
H 2.11 -0.71 0.51 0.1289
H 0.84 -1.82 1.02 0.1772
H -1.62 1.99 -0.43 0.1858
H 2.11 -2.37 -0.15 0.1501
H -0.87 2.45 2.27 0.0950
H -0.46 3.72 1.04 0.1094
```

## Properties
- LUMO (spin up / spin down): -13.7 / -13.8 eV
- Total charge: +2
- 2S+1: 2
- E_HOMO (spin up / spin down): -20.62 / -20.64 eV
- Gap between HOMO and LUMO (spin up / spin down): 6.88 / 6.83 eV
- Expectation value of S²: 0.7780

---

Which is the most stable structure? model 1 is the most stable.

---

Model 1:
Density functional theory data (ωB97M-V/def2-TZVPD) for C2H3LiNaO2 as an isolated structure.

```
9
Properties=species:S:1:pos:R:3:lowdin_charge:R:1
Na 2.43 0.58 0.03 0.6557
O -1.63 0.56 0.24 -0.3872
O 1.37 -1.28 0.15 -0.3939
C -0.48 0.30 -0.09 -0.2467
C 0.05 -1.14 -0.03 -0.5323
Li -3.40 0.31 -0.60 0.6529
H -0.36 -1.56 -0.99 0.0973
H -2.62 1.81 0.37 0.0545
H -0.63 -1.60 0.74 0.0997
```

## Properties
- LUMO (spin up / spin down): -0.5 / -1.0 eV
- Total charge: 0
- 2S+1: 2
- E_HOMO (spin up / spin down): -5.88 / -5.91 eV
- Gap between HOMO and LUMO (spin up / spin down): 5.35 / 4.91 eV
- Expectation value of S²: 0.7580

---

Model 2:
Density functional theory data (ωB97M-V/def2-TZVPD) for C2H3LiNaO2 as an isolated structure.

```
9
Properties=species:S:1:pos:R:3:lowdin_charge:R:1
Na -2.42 2.11 0.45 0.7586
O -0.50 2.00 1.36 -0.3697
O 0.46 -0.94 -0.46 -0.0768
C -0.08 0.07 -0.14 -0.0968
C 0.39 1.09 0.95 -0.4486
Li 0.30 -2.40 -1.75 0.2832
H -0.23 -3.82 -2.58 -0.2964
H 1.30 1.50 0.44 0.1224
H 0.77 0.39 1.73 0.1242
```

## Properties
- LUMO (spin up / spin down): -1.3 / -1.7 eV
- Total charge: 0
- 2S+1: 2
- E_HOMO (spin up / spin down): -6.72 / -6.72 eV
- Gap between HOMO and LUMO (spin up / spin down): 5.43 / 5.06 eV
- Expectation value of S²: 0.7529

---

Which is the most stable structure? model 2 is the most stable.

---

Model 1:
Density functional theory data (ωB97M-V/def2-TZVPD) for C2HN2O2 as an isolated structure.

```
7
Properties=species:S:1:pos:R:3:lowdin_charge:R:1
O -1.74 0.65 1.09 -0.0977
O -1.52 0.07 -1.11 -0.0932
N 1.16 -1.12 -0.55 -0.0060
N 1.45 -0.04 -1.03 0.0312
C 0.71 -0.01 0.26 -0.2512
C -1.16 0.32 0.05 -0.6484
H 1.09 0.13 1.29 0.0653
```

## Properties
- LUMO: 4.7 eV
- Total charge: -1
- 2S+1: 1
- E_HOMO: -3.87 eV
- Gap between HOMO and LUMO: 8.55 eV

---

Model 2:
Density functional theory data (ωB97M-V/def2-TZVPD) for a 2-piece molecular cluster, C2HN2O2 overall.

```
7
Properties=species:S:1:pos:R:3:lowdin_charge:R:1
O 2.05 0.48 0.29 0.0847
O 1.58 -1.73 -0.15 0.0719
N -1.18 1.11 -0.76 -0.1377
N -1.20 1.42 0.46 -0.0727
C 1.60 -0.57 0.06 -0.5611
C -0.97 -0.04 0.01 -0.3545
H -1.88 -0.67 0.10 -0.0306
```

## Properties
- LUMO: 4.2 eV
- Total charge: -1
- 2S+1: 1
- E_HOMO: -2.15 eV
- Gap between HOMO and LUMO: 6.30 eV

---

Which is the most stable structure? model 1 is the most stable.